Computed, not measured: a cluster of 2 separate species, ClH4N2OP in total in a non-equilibrium geometry, with the ωB97M-V functional and the def2-TZVPD basis.

## Properties
DFT total energy, eV: -26900.692
Energy above the lowest of the compared OMol25 structures with the same formula, charge and spin, eV: 5.680
Orbital gap, eV: 7.6
F_max, eV/A: 3.26

```
! RIJCOSX wB97M-V def2-TZVPD def2/J DEFGRID3
* xyz 0 1
N -0.67 1.38 -1.09
N 0.34 -1.65 0.56
O 1.35 0.59 0.84
P -0.03 -0.08 1.11
Cl -0.65 -3.11 0.80
H -0.86 2.15 -0.46
H -1.50 1.13 -1.64
H 0.59 -1.78 -0.35
H 1.43 1.36 0.23
*
```

***

Computed, not measured: a cluster of 2 separate species, C2H10NS2 in total in a non-equilibrium geometry, with the ωB97M-V functional and the def2-TZVPD basis.

## Properties
DFT total energy, eV: -25389.655
Energy above the lowest of the compared OMol25 structures with the same formula, charge and spin, eV: 0.859
Orbital gap, eV: 8.0
F_max, eV/A: 1.39

```
! RIJCOSX wB97M-V def2-TZVPD def2/J DEFGRID3
* xyz 1 1
C 2.30 -0.20 -2.07
N 1.57 0.31 -0.84
H 1.77 0.14 -2.95
H 3.27 0.26 -2.08
H 2.42 -1.27 -1.97
H 0.65 -0.14 -0.80
H 1.38 1.30 -0.95
H 2.07 0.12 0.03
C -3.12 0.51 1.52
S -1.80 -0.20 2.59
S -0.35 -0.84 1.25
H -4.01 0.10 1.98
H -3.08 0.17 0.49
H -3.10 1.57 1.73
H 0.04 -1.83 2.06
*
```